Computed, not measured: C4H10O2 in the gas phase, with ωB97M-V/def2-TZVPD.

Each line ends with the Mulliken charge.
CARTESIAN COORDINATES (ANGSTROEM)
C1 -1.2613 -0.9840 1.7637  -0.696
H1 -0.3279 -1.3884 2.1832  0.305
H2 -0.4166 1.4000 1.1897  0.494
H3 -1.6598 -0.2355 2.4676  0.291
C2 0.1864 1.0722 -0.9162  -0.486
H4 0.7763 0.1411 -2.7901  0.282
H5 0.6758 2.0526 -0.8414  0.342
H6 0.8653 0.2141 0.9477  0.412
O1 1.1077 -1.2240 -1.3312  -0.546
H7 0.6944 -1.3199 -0.4754  0.411
C3 1.0969 0.1311 -1.7398  -0.397
H8 2.1198 0.5283 -1.6929  0.223
H9 -0.7703 1.2530 -1.4228  0.265
H10 -1.9878 -1.7919 1.6534  0.241
C4 -0.0674 0.5927 0.5192  -0.792
O2 -1.0316 -0.4414 0.4853  -0.347

The frontier orbital gap is 0.3988 Ha. The energy relative to the best compared isomer or geometry (same formula, charge and spin) is 32.1 kcal/mol. The calculation puts the HOMO energy at -9.89 eV. The value obtained for the largest force on an atom is 0.5 eV Å⁻¹. Its calculated total energy is -308.8469 hartree. As for the multiplicity: 1. The total charge is 0.

Computed, not measured: a molecular structure, C4H6MgO2, with ωB97M-V/def2-TZVPD.

Each line ends with the Mulliken charge.
CARTESIAN COORDINATES (ANGSTROEM)
H1 -3.4908 1.0686 -0.7313  0.352
H2 -1.8736 -1.1133 0.7415  0.357
C1 -2.0633 -0.4072 -0.0728  -0.195
H3 -3.4159 0.8436 1.0476  0.350
C2 1.8067 -1.2395 0.0523  -0.044
O1 -0.9537 0.5952 -0.0231  -0.129
Mg1 2.4576 0.8933 -0.0521  0.974
H4 -1.9609 -0.9070 -1.0414  0.348
O2 0.5325 -1.0583 -0.0975  -0.184
C3 0.2522 0.3382 -0.0358  0.542
H5 -4.1709 -0.3964 0.0174  0.380
C4 -3.3568 0.3388 0.0761  -1.188
H6 2.0068 -2.3104 0.2036  0.438

The frontier orbital gap is 0.3256 Ha. The energy relative to the best compared isomer or geometry (same formula, charge and spin) is 67.4 kcal/mol. The calculation puts the HOMO energy at -19.63 eV. The value obtained for the largest force on an atom is 1.8 eV Å⁻¹. Its calculated total energy is -505.7837 hartree. As for the multiplicity: 1. The total charge is +2.

Computed, not measured: 2 unconnected molecules or ions with the total composition C2H5OS, with ωB97M-V/def2-TZVPD.

Each line ends with the Mulliken charge.
CARTESIAN COORDINATES (ANGSTROEM)
H1 0.3001 1.7068 0.6122  0.174
C1 0.0553 0.4157 -1.0891  0.182
O1 0.0523 1.0918 -2.1880  -0.580
S1 -1.8211 -1.4110 1.1902  -0.853
H2 -0.7729 -2.3914 1.0755  -0.011
C2 0.6240 0.6818 0.3101  -0.495
H3 0.1656 -0.1221 0.9170  0.066
H4 -0.3616 -0.5721 -1.2885  0.278
H5 1.7584 0.6007 0.4607  0.239

The frontier orbital gap is 0.2580 Ha. The energy relative to the best compared isomer or geometry (same formula, charge and spin) is 18.5 kcal/mol. The calculation puts the HOMO energy at -2.87 eV. The value obtained for the largest force on an atom is 4.8 eV Å⁻¹. Its calculated total energy is -552.6279 hartree. As for the multiplicity: 1. The total charge is -1.

Computed, not measured: 2 unconnected molecules or ions with the total composition C9H16N2O2, with ωB97M-V/def2-TZVPD.

Each line ends with the Mulliken charge.
CARTESIAN COORDINATES (ANGSTROEM)
H1 1.0131 -2.4470 -2.4472  0.454
H2 0.6204 1.2571 -0.3859  0.260
C1 1.2411 -1.8303 -1.6591  -1.308
H3 -1.1694 -0.8722 -1.1959  0.324
C2 0.8668 -0.3484 -1.7317  1.343
N1 -0.5497 1.6117 2.7422  -0.032
H4 0.2328 2.2902 2.7419  0.283
C3 -0.8740 -0.6510 3.1216  -0.463
C4 -0.6785 -0.2931 -1.9605  -1.825
H5 1.5878 0.1004 -3.9216  0.407
H6 -0.7841 -0.8361 -2.8902  0.440
C5 -1.4811 1.7033 1.7758  0.305
O1 -1.5404 2.5766 0.9421  -0.567
H7 0.7615 -1.9468 -0.6017  0.342
H8 -0.5199 -1.4274 3.7291  0.437
C6 1.0801 0.2333 -0.3624  -1.273
C7 1.5441 0.5458 -2.9244  -1.560
H9 -0.9060 0.6760 -2.0770  0.622
H10 1.0699 1.5867 -2.9914  0.304
N2 -2.3438 0.4831 1.7978  -0.196
H11 2.4370 -1.8207 -1.6609  0.254
H12 -2.8676 0.6798 0.9517  0.310
H13 0.8455 -0.5025 0.4026  0.356
C8 -0.4887 0.5260 3.5576  -0.170
C9 -1.8489 -0.8537 2.1507  0.430
O2 -2.3355 -1.9655 1.7656  -0.627
H14 2.2009 0.1341 -0.3556  0.402
H15 2.5718 0.7382 -2.9012  0.455
H16 0.3148 0.6526 4.3879  0.291

The frontier orbital gap is 0.3541 Ha. The energy relative to the best compared isomer or geometry (same formula, charge and spin) is 86.2 kcal/mol. The calculation puts the HOMO energy at -9.81 eV. The value obtained for the largest force on an atom is 5.6 eV Å⁻¹. Its calculated total energy is -612.4485 hartree. As for the multiplicity: 1. The total charge is 0.